[1]
Here is C24H23N3O4S6SbSiV as an isolated structure in a non-equilibrium geometry from OMol25. Energies are from ωB97M-V/def2-TZVPD.

```
63
Properties=species:S:1:pos:R:3:forces:R:3:mulliken_charge:R:1
Sb 3.58825 1.56596 1.94428 0.2 -0.1 -0.3 0.32
V 1.42537 -0.04016 -0.03340 1.1 0.4 0.3 0.57
S 1.88200 -1.80713 -2.03114 -0.3 0.2 -0.6 0.97
S -2.09568 -0.76606 -0.41000 -0.1 -0.2 0.0 -0.52
S 5.84718 1.49763 1.55916 0.0 0.1 0.1 -0.70
S 0.65461 -4.69121 -1.07816 0.0 -0.1 -0.2 -0.08
S 2.52522 1.87557 -0.31445 0.1 0.1 0.0 -0.44
S 2.87370 -0.77280 1.42932 -0.1 0.0 0.1 -0.46
Si -2.72947 1.29918 -0.19141 0.1 -0.2 -0.2 0.64
O 0.27623 0.50266 3.26722 0.1 0.2 0.3 -0.62
O 0.12586 0.48961 1.03409 -1.1 -0.4 1.2 0.65
O 1.59209 -0.34310 -2.13063 0.1 -0.2 -0.1 -0.67
O 1.44851 -2.67459 -3.08801 0.0 0.1 0.0 -0.76
N 0.66193 -3.44744 1.17147 -0.1 -0.2 0.2 -0.15
N 7.21150 -1.65673 0.24580 0.0 -0.1 -0.2 -0.63
N 1.18224 -2.02950 -0.63230 -0.3 -0.8 0.2 0.58
C 5.38975 -2.99931 -0.64464 -0.1 0.0 0.0 -0.80
C -2.11906 -1.39669 1.26542 -0.2 0.0 -0.3 0.89
C -3.15089 -3.04986 2.71722 0.1 0.1 0.0 -0.60
C 4.15591 -3.06087 -1.26195 0.1 0.1 0.1 -0.59
C -3.02240 -2.44114 1.48001 0.0 0.0 0.0 -1.01
C -2.85664 1.82981 1.57246 -0.1 0.1 0.3 -1.31
C -0.68539 1.82692 -2.12005 0.0 0.1 0.0 -0.48
C -1.48614 -1.56856 3.57722 0.0 -0.1 0.1 -0.83
C -0.55734 4.53596 -1.53664 0.0 0.0 0.0 -0.71
C 0.27629 3.99558 -2.50674 0.0 0.0 0.0 -0.34
C -1.32606 -0.96973 2.32745 0.3 0.1 0.2 1.18
C 5.53808 -0.64476 -1.14325 0.0 0.1 -0.1 -0.56
C -1.44931 3.71759 -0.86121 0.0 0.0 0.0 -0.29
C 3.59801 -1.89443 -1.78189 0.2 0.0 0.0 0.23
C 0.29633 -4.75255 1.41400 0.0 0.1 0.0 -0.79
C 4.31009 -0.69867 -1.76142 0.1 0.0 0.1 -0.63
C 0.21145 2.64231 -2.79838 -0.1 0.0 0.0 -0.56
C -1.52847 2.34894 -1.13907 0.1 0.2 -0.1 0.78
C -0.23126 0.06744 2.27723 -0.2 0.0 -0.8 -0.50
C 0.88971 -3.27337 -0.08972 0.1 0.7 -0.3 -0.15
C 0.24068 -5.56868 0.33787 0.0 -0.1 0.1 -0.33
C -2.38373 -2.59960 3.78476 0.0 0.1 -0.1 -0.63
C -4.41628 1.39677 -0.97387 -0.2 0.0 -0.1 -1.21
C 6.05434 -1.77339 -0.51112 0.2 0.0 0.2 0.72
H -0.01052 -6.61528 0.30055 0.0 0.0 0.0 0.44
H 0.99388 4.62673 -3.01590 0.0 0.0 0.0 0.38
H -5.08603 0.68340 -0.48741 0.0 0.0 0.0 0.30
H 0.88195 2.20758 -3.52802 0.0 0.0 0.0 0.34
H -1.88502 2.04064 2.01878 0.0 0.0 0.0 0.37
H -3.63015 -2.77073 0.64762 0.0 0.0 0.0 0.45
H -2.07772 4.15349 -0.09054 0.0 0.0 0.0 0.31
H -2.47561 -3.05090 4.76394 0.0 0.0 0.0 0.37
H 7.31041 -0.73570 0.65404 -0.1 0.1 0.0 0.21
H 3.60164 -3.99061 -1.27095 0.0 0.0 0.0 0.41
H -3.36222 1.06819 2.17052 0.0 0.1 0.0 0.39
H -3.45869 2.74247 1.61064 0.0 0.0 0.0 0.51
H -4.35729 1.14100 -2.03398 0.0 0.0 0.0 0.33
H 6.03802 0.30862 -1.03000 0.0 -0.1 0.0 0.48
H 5.80720 -3.88744 -0.18472 0.0 0.0 0.0 0.29
H -3.85262 -3.86459 2.84509 0.0 0.0 0.0 0.38
H 3.85624 0.20982 -2.12993 0.0 0.0 0.0 0.68
H -0.69652 0.76655 -2.34498 0.0 0.0 0.0 0.38
H -0.49800 5.58962 -1.29390 0.0 0.0 0.0 0.37
H -0.85637 -1.21126 4.37958 0.0 0.0 0.0 0.47
H 0.07647 -5.04956 2.42956 0.0 0.0 0.0 0.42
H 7.32138 -2.37507 0.94417 0.0 0.0 0.0 0.22
H -4.84814 2.39799 -0.88858 0.0 0.0 0.0 0.33
```
Forces are in eV/Å.

Its LUMO energy (alpha / beta) is 1.951 / 2.288 eV. The net charge is -1. Its total energy is -143043.6298 eV. Its spin multiplicity is 2. The value obtained for the energy above the lowest of the compared OMol25 structures with the same formula, charge and spin is 41.1 kJ/mol. As for the frontier orbital gap (alpha / beta): 6.26 / 6.76 eV.

=====

[2]
Here is one molecule with the formula C8H12N4 in a non-equilibrium geometry from OMol25. Energies are from ωB97M-V/def2-TZVPD.

```
24
Properties=species:S:1:pos:R:3:forces:R:3:mulliken_charge:R:1
N 1.58339 1.06585 0.56001 -0.3 -0.3 1.9 0.47
N 2.33492 1.15547 1.78988 0.2 0.0 -0.5 -0.72
N -0.36708 -1.07136 3.33949 0.4 -0.1 0.5 -0.63
N -0.62192 -1.95536 1.08183 0.5 -1.3 0.2 -0.62
C -1.57347 -2.86437 -0.92564 4.3 4.6 -3.8 -1.60
C 2.40521 0.96099 -0.63478 -2.0 4.4 0.0 -0.80
C -1.16075 -1.68219 -0.07920 -0.4 -0.4 -1.1 0.81
C -0.44438 -1.47660 2.24904 -0.4 1.2 -0.1 0.62
C 0.32506 0.86691 0.68042 0.4 -1.3 -0.1 -0.75
C -1.26092 2.02310 -0.81466 1.7 -0.1 -2.1 -1.44
C -1.24078 -0.45001 -0.71665 -1.8 -0.5 -0.3 -0.31
C -0.67042 0.72875 -0.26765 -0.1 2.0 -1.6 1.09
H -1.19290 -3.68745 -0.54181 1.9 -4.0 1.7 0.56
H -0.61460 2.81810 -1.24359 0.7 -0.7 0.3 0.31
H -1.10128 -2.68397 -2.04009 -1.2 -0.8 2.6 0.24
H 3.34918 0.65338 -0.34071 1.9 -0.1 0.3 0.28
H 2.02655 0.37550 2.35617 -0.1 -0.3 0.2 0.34
H 1.99387 1.97208 2.26645 0.0 0.4 0.2 0.30
H -2.54810 -2.95720 -1.01395 -4.9 -0.3 -0.5 0.37
H -1.87277 1.80641 -1.70645 -0.5 0.1 1.0 0.37
H 1.94939 0.28692 -1.25848 -1.0 -1.7 -1.7 0.34
H 2.27717 2.02466 -1.08988 1.1 -1.9 0.3 0.28
H -1.65709 2.51554 0.01315 -1.8 0.9 1.0 0.36
H -1.91827 -0.42513 -1.66289 1.5 0.1 1.7 0.13
```
Forces are in eV/Å.

Its LUMO energy (alpha / beta) is 0.186 / -2.164 eV. The net charge is 0. Its total energy is -14443.0870 eV. Its spin multiplicity is 3. The value obtained for the energy above the lowest of the compared OMol25 structures with the same formula, charge and spin is 212.4 kJ/mol. As for the frontier orbital gap (alpha / beta): 5.94 / 6.25 eV.

=====

[3]
Here is C29H18F2FeN5O2 as an isolated structure in a non-equilibrium geometry from OMol25. Energies are from ωB97M-V/def2-TZVPD.

```
57
Properties=species:S:1:pos:R:3:forces:R:3:mulliken_charge:R:1
Fe -0.04934 0.02574 -0.01677 -0.7 -0.5 -0.6 -0.05
F 4.24356 1.71812 -2.44527 0.9 0.9 -0.4 -0.35
F 3.86082 -2.98367 -1.86847 0.5 1.1 -0.3 -0.36
O -0.14835 -3.16546 2.62041 0.5 0.9 0.4 -0.85
O -3.16922 -0.32301 -2.70062 -0.3 0.3 0.7 -0.73
N 0.72804 0.20601 1.89807 0.5 0.7 1.7 0.55
N -0.42945 -1.81407 0.72698 1.0 -0.3 3.7 0.55
N -1.87486 0.95080 0.41288 -3.0 -0.3 0.0 0.45
N 0.46171 2.12225 -0.67868 -0.7 0.6 -0.8 0.45
N -1.22041 -0.87646 -1.49551 -2.9 1.4 0.1 0.16
C 2.35778 1.05150 3.44774 -0.2 -0.1 -0.6 -0.70
C -1.79966 -4.95762 -0.74768 0.3 0.7 -0.9 -0.59
C -1.42920 -2.25788 -1.34324 0.6 0.1 0.3 -0.35
C -2.42608 -0.18571 -1.73130 2.6 -1.7 -0.9 -0.27
C 3.39348 -1.68157 -1.74555 -0.2 -0.9 -0.4 0.51
C 4.15926 -0.58002 -2.21199 -0.4 -1.2 0.7 -1.22
C -1.36030 -4.10698 0.27379 0.3 1.2 -0.5 -1.02
C 1.59074 4.53250 -1.18754 1.7 -1.2 -0.2 -0.40
C -0.00277 -2.08252 2.02154 -2.1 -1.4 -2.6 0.45
C 2.37469 0.81086 -1.28489 1.4 0.2 -0.7 -0.06
C 2.40207 3.35370 -1.19066 -1.6 2.2 0.1 -1.00
C -2.33951 1.56610 1.52155 1.4 -0.7 -0.6 -0.20
C 0.67391 -0.92574 2.63173 0.9 0.4 -0.3 -0.02
C -4.06177 1.26719 -0.57592 0.4 0.3 0.7 -0.71
C -3.60019 2.12744 1.59911 0.3 -0.1 0.7 -0.74
C 3.62138 0.65031 -1.95103 -1.7 -0.4 0.5 0.41
C 1.42267 -1.13050 3.78052 0.5 0.0 0.4 -0.64
C 2.12165 -1.59999 -1.21604 1.2 -0.7 0.2 -0.25
C 1.49429 1.23454 2.35262 -0.2 -0.4 -0.8 -0.29
C -0.31105 3.21302 -0.79910 1.6 -0.5 0.0 -0.04
C 2.36372 -0.17214 4.14840 -1.0 0.6 -0.1 -0.43
C 1.75271 2.13870 -1.04552 0.7 -0.4 -0.1 0.79
C -2.79575 0.71618 -0.59807 1.1 1.4 1.1 0.54
C -2.03373 -3.06517 -2.29256 0.2 -0.1 0.5 -0.41
C 0.21768 4.45591 -1.12529 -0.2 -0.1 0.2 -0.98
C -2.09004 -4.43349 -2.02380 -0.4 -0.4 0.5 -0.62
C 1.66172 -0.32424 -0.95020 -0.3 0.2 0.4 0.32
C -1.02846 -2.75771 -0.04836 -1.2 -1.5 -1.4 0.65
C -4.46992 1.98311 0.54531 -1.4 0.2 -0.8 -0.46
H -1.77996 -6.03395 -0.61422 -0.4 0.1 0.2 0.34
H -0.42422 5.31189 -1.28037 0.0 0.0 0.1 0.42
H 1.39959 2.15056 1.66459 0.6 -1.2 1.6 0.24
H 1.62459 -2.56388 -0.90367 0.4 1.3 -0.4 0.35
H 2.14320 5.45905 -1.27762 -0.3 0.2 -0.1 0.41
H -1.29834 -4.37347 1.31289 0.4 -0.5 -0.1 0.44
H 3.06671 1.83039 3.68504 0.0 0.1 0.2 0.40
H 5.11914 -0.67105 -2.69515 0.0 -0.2 -0.1 0.46
H 2.99268 -0.32953 5.02737 0.0 0.1 -0.4 0.37
H -1.34526 3.05164 -0.62441 -0.8 0.1 0.2 0.18
H 3.45322 3.50100 -1.33120 0.3 -0.4 0.0 0.50
H -2.43699 -5.09391 -2.80719 -0.1 -0.2 0.0 0.37
H -5.51751 2.37607 0.53202 1.1 -0.1 0.3 0.33
H -3.80357 2.62401 2.52907 -0.6 0.2 0.1 0.45
H -2.46506 -2.56301 -3.16244 0.4 -0.5 0.1 0.40
H -1.63863 1.54986 2.39475 -0.6 0.3 -0.9 0.24
H 1.29491 -2.08279 4.30621 0.1 0.4 -0.3 0.44
H -4.64627 1.15711 -1.46230 -0.5 -0.2 -0.2 0.55
```
Forces are in eV/Å.

Its LUMO energy (alpha / beta) is 2.509 / 2.507 eV. The net charge is -1. Its total energy is -81734.1495 eV. Its spin multiplicity is 5. The value obtained for the energy above the lowest of the compared OMol25 structures with the same formula, charge and spin is 0.0 kJ/mol. As for the frontier orbital gap (alpha / beta): 5.59 / 6.07 eV.